DFT (wB97M-V/def2-TZVPD) results for one molecule with the formula C27H25ClN2O3.

Summary:
Energy relative to the best compared isomer or geometry (same formula, charge and spin) ... 0.0 kJ/mol
LUMO level ... 0.21 eV
F_max ... 0.015 Eh/bohr
HOMO level ... -8.10 eV

Structure (XYZ):
```
58
Properties=species:S:1:pos:R:3:forces:R:3:nbo_charge:R:1
C -2.398 -3.287 0.433 -0.21 0.00 0.05 -0.253
H -2.431 -3.080 1.509 0.00 0.03 -0.02 0.167
O -1.081 -3.252 -0.057 0.33 0.05 -0.11 -0.494
C -0.403 -2.069 -0.015 0.05 0.06 0.01 0.297
C -0.903 -0.897 0.524 -0.09 -0.29 -0.03 -0.277
C -0.110 0.247 0.480 0.69 0.00 -0.19 -0.078
C 1.188 0.201 -0.061 -0.62 -0.47 0.13 0.177
C 1.675 -0.969 -0.627 -0.04 -0.13 -0.06 -0.231
C 0.877 -2.091 -0.590 -0.13 -0.07 0.03 -0.247
H 1.217 -3.019 -1.022 0.06 -0.12 -0.06 0.225
H 2.640 -1.016 -1.104 0.03 -0.06 -0.03 0.228
N 1.719 1.489 -0.005 -0.25 0.18 0.04 -0.436
C 2.981 1.892 -0.413 0.35 0.13 -0.12 0.697
O 3.222 3.021 -0.776 -0.06 -0.16 -0.03 -0.550
C 4.054 0.864 -0.311 0.38 0.01 0.10 -0.178
C 5.025 0.798 -1.305 -0.23 0.04 0.12 -0.105
C 6.080 -0.089 -1.196 0.05 -0.09 0.03 -0.251
C 6.175 -0.893 -0.070 -0.22 0.17 -0.01 -0.025
C 5.233 -0.814 0.946 0.10 -0.05 -0.01 -0.226
C 4.173 0.063 0.822 0.02 0.14 -0.18 -0.166
H 3.439 0.129 1.612 -0.09 -0.02 0.05 0.230
H 5.332 -1.435 1.822 0.03 -0.06 0.07 0.231
Cl 7.491 -2.000 0.078 0.14 -0.12 0.01 0.019
H 6.826 -0.154 -1.972 0.07 -0.03 -0.05 0.232
H 4.939 1.443 -2.166 0.02 0.07 -0.07 0.228
C 0.738 2.339 0.519 -0.39 0.12 0.30 0.230
C -0.362 1.610 0.858 0.29 0.27 -0.03 -0.078
C -1.643 2.103 1.455 0.19 0.04 -0.30 -0.497
C -2.780 1.788 0.482 0.14 0.23 0.40 0.695
O -2.844 2.296 -0.613 0.04 0.04 -0.18 -0.595
N -3.667 0.879 0.977 -0.32 -0.28 0.51 -0.617
C -4.713 0.210 0.326 -0.24 -0.15 -0.24 0.141
C -4.992 0.424 -1.019 0.06 0.09 -0.12 -0.200
C -6.009 -0.268 -1.657 -0.07 -0.10 0.19 -0.015
C -6.751 -1.189 -0.930 0.00 0.03 -0.07 -0.221
C -6.477 -1.404 0.408 0.06 0.05 -0.05 -0.194
C -5.464 -0.719 1.061 0.04 0.02 0.05 -0.060
C -5.198 -0.976 2.518 -0.02 0.06 -0.16 -0.643
H -5.898 -1.716 2.897 0.00 -0.02 0.07 0.230
H -5.320 -0.067 3.108 0.03 0.03 0.12 0.215
H -4.190 -1.363 2.680 0.09 -0.02 0.10 0.207
H -7.065 -2.122 0.962 -0.05 -0.06 0.08 0.207
H -7.549 -1.737 -1.409 -0.10 -0.06 -0.06 0.208
C -6.287 -0.039 -3.111 0.03 -0.05 -0.02 -0.627
H -5.841 0.892 -3.448 0.00 0.06 -0.08 0.220
H -7.359 -0.008 -3.298 -0.05 0.02 -0.07 0.217
H -5.869 -0.853 -3.704 0.00 -0.01 -0.10 0.221
H -4.403 1.141 -1.564 0.01 0.04 -0.02 0.245
H -3.539 0.602 1.939 0.13 0.14 -0.18 0.402
H -1.598 3.185 1.582 -0.10 -0.05 0.04 0.243
H -1.811 1.638 2.429 -0.03 0.05 0.03 0.205
C 0.992 3.791 0.688 -0.01 0.10 -0.07 -0.645
H 0.195 4.250 1.265 -0.04 -0.01 0.05 0.216
H 1.941 3.962 1.194 -0.01 0.09 0.02 0.232
H 1.050 4.278 -0.284 0.03 0.08 0.05 0.247
H -1.894 -0.852 0.939 -0.12 -0.05 0.02 0.212
H -3.048 -2.579 -0.094 0.02 0.01 0.03 0.184
H -2.753 -4.300 0.256 -0.02 0.07 0.04 0.201
```
Forces are in eV/Å.